(1)
Entry from the Open Molecules 2025 dataset: 2 unconnected molecules or ions with the total composition C9H14 (wB97M-V/def2-TZVPD).

Values from the calculation:
LUMO energy (eV): 1.014
Gap between HOMO and LUMO (Eh): 0.3733
Relative energy (zero: lowest compared OMol25 entry of this formula, charge and spin) (kJ/mol): 47.8
SMILES string: Cc1ccccc1.CC

```
! wB97M-V def2-TZVPD RIJCOSX def2/J DEFGRID3
* xyz 0 1
C -0.81 3.32 0.60
C -1.45 3.43 -0.81
H -0.17 2.44 0.55
H -0.25 4.22 0.83
H -1.53 3.11 1.39
H -2.47 3.80 -0.72
H -1.44 2.49 -1.34
H -0.91 4.23 -1.32
C -1.25 -2.91 -0.40
C 0.77 -0.17 1.36
C 1.71 0.10 0.38
C -0.19 -1.15 1.06
C -0.20 -1.87 -0.10
C 1.70 -0.61 -0.82
C 0.72 -1.55 -1.11
H 0.74 0.43 2.25
H 2.50 0.83 0.48
H -0.99 -1.37 1.76
H 2.45 -0.34 -1.55
H -2.28 -2.55 -0.37
H -1.13 -3.89 0.07
H 0.76 -1.99 -2.10
H -1.18 -3.21 -1.46
*
```

Here are the natural (NBO) charges for atoms 1 to 6, given in e:
1. C -0.613
2. C -0.609
3. H 0.210
4. H 0.202
5. H 0.200
6. H 0.199

(2)
Entry from the Open Molecules 2025 dataset: a molecular structure, C2H7N3 (wB97M-V/def2-TZVPD).

Values from the calculation:
LUMO energy (eV): 1.027
Gap between HOMO and LUMO (Eh): 0.3587
Relative energy (zero: lowest compared OMol25 entry of this formula, charge and spin) (kJ/mol): 405.3

```
! wB97M-V def2-TZVPD RIJCOSX def2/J DEFGRID3
* xyz 0 1
C 1.39 0.52 0.24
N -1.22 -1.09 -0.30
N -1.85 0.48 0.39
C 1.05 -0.58 -0.73
N -0.08 -1.15 -0.87
H -1.95 -0.58 -0.87
H -1.10 0.89 0.94
H -2.52 0.12 1.08
H 1.84 -1.01 -1.32
H 1.07 0.26 1.24
H 0.90 1.46 -0.03
H 2.47 0.68 0.24
*
```

Here are the natural (NBO) charges for atoms 1 to 6, given in e:
1. C -0.694
2. N -0.280
3. N -0.867
4. C 0.051
5. N -0.191
6. H 0.422

(3)
Entry from the Open Molecules 2025 dataset: a molecular structure, C12H14F5IN2OTeTi (wB97M-V/def2-TZVPD).

Values from the calculation:
LUMO energy (eV): -10.227
Gap between HOMO and LUMO (Eh): 0.2293

```
! wB97M-V def2-TZVPD RIJCOSX def2/J DEFGRID3
* xyz 2 1
C 2.33 3.01 1.08
C 3.28 1.88 0.69
H 1.71 3.33 0.23
H 2.89 3.89 1.43
H 1.66 2.72 1.89
H 2.99 1.36 -0.24
H 4.29 2.29 0.52
H 3.36 1.16 1.51
C -2.59 1.13 -0.33
C -3.83 1.06 -0.96
C -4.07 0.01 -1.85
C -3.07 -0.92 -2.12
H -2.35 1.84 0.47
H -4.58 1.82 -0.74
H -5.03 -0.07 -2.35
H -3.21 -1.75 -2.80
N -1.58 0.30 -0.70
C -1.81 -0.78 -1.52
C -0.70 -1.71 -1.68
N 0.48 -1.37 -1.03
C 1.49 -2.28 -0.92
C 0.30 -3.80 -2.35
C 1.42 -3.50 -1.57
H 2.33 -1.97 -0.29
H 2.25 -4.20 -1.48
C -0.77 -2.91 -2.39
H -1.67 -3.10 -2.97
H 0.25 -4.74 -2.90
Ti 0.42 0.55 -0.31
I 1.00 2.23 -2.14
F 1.23 -1.30 3.11
Te -0.02 0.16 3.21
F -1.30 -0.86 2.11
F -0.62 -0.17 5.12
F -1.07 1.76 2.88
F 1.42 1.27 3.81
O 0.70 0.57 1.43
*
```

Here are the natural (NBO) charges for atoms 1 to 6, given in e:
1. C -0.628
2. C -0.614
3. H 0.191
4. H 0.252
5. H 0.206
6. H 0.159

(4)
Entry from the Open Molecules 2025 dataset: 2 unconnected molecules or ions with the total composition C3H4F4 (wB97M-V/def2-TZVPD).

Values from the calculation:
LUMO energy (eV): 0.962
Gap between HOMO and LUMO (Eh): 0.3992
Relative energy (zero: lowest compared OMol25 entry of this formula, charge and spin) (kJ/mol): 164.0

```
! wB97M-V def2-TZVPD RIJCOSX def2/J DEFGRID3
* xyz 0 1
C -0.18 -0.87 1.06
C -0.13 1.34 -0.88
C 0.36 -0.62 -0.28
F -1.46 1.38 -1.11
F 0.21 2.15 0.17
F 1.71 -0.68 -0.33
F -0.11 -1.41 -1.26
H -1.06 -0.34 1.12
H 0.50 -0.61 1.98
H -0.34 -1.87 1.39
H 0.50 1.52 -1.86
*
```

Here are the natural (NBO) charges for atoms 1 to 6, given in e:
1. C -0.733
2. C 0.508
3. C 0.698
4. F -0.337
5. F -0.342
6. F -0.342

(5)
Entry from the Open Molecules 2025 dataset: a molecular structure, C30H60N15OS2Ti (wB97M-V/def2-TZVPD).

Values from the calculation:
LUMO energy (spin up / spin down) (eV): -1.963 / -2.661
Gap between HOMO and LUMO (spin up / spin down) (Eh): 0.2364 / 0.2368

```
! wB97M-V def2-TZVPD RIJCOSX def2/J DEFGRID3
* xyz 1 3
Ti 0.23 0.04 -0.02
C -0.64 -4.96 -3.22
N -1.34 -3.69 -3.03
C -2.58 -3.54 -3.77
C -1.18 -3.04 -1.78
N -0.18 -2.24 -1.57
C 0.82 -2.16 -2.63
C 1.82 -1.04 -2.40
N 2.14 -0.84 -0.97
C 2.55 -2.10 -0.28
C 1.58 -2.47 0.83
N 1.31 -1.23 1.59
C 1.44 -1.35 2.91
N 1.79 -0.28 3.65
C 1.65 -0.26 5.11
C 2.29 0.92 3.01
N 1.34 -2.55 3.56
C 2.35 -3.02 4.49
C 0.19 -3.41 3.32
C 3.15 0.24 -0.82
C 2.49 1.58 -0.45
N 1.13 1.70 -1.00
C 0.88 2.64 -1.88
N -0.39 3.03 -2.13
C -1.35 3.27 -1.07
C -0.78 3.52 -3.44
N 1.89 3.29 -2.56
C 2.83 2.58 -3.41
C 1.82 4.73 -2.79
N -2.11 -3.26 -0.82
C -3.15 -4.28 -0.94
C -2.14 -2.55 0.45
H -1.28 -5.82 -2.99
H -0.30 -5.05 -4.25
H 0.23 -5.01 -2.57
H -2.35 -3.38 -4.83
H -3.23 -4.42 -3.70
H -3.12 -2.67 -3.41
H 1.37 -3.10 -2.72
H 0.36 -2.00 -3.62
H 2.73 -1.26 -2.96
H 1.44 -0.10 -2.77
H 2.65 -2.92 -1.00
H 3.54 -1.95 0.16
H 0.68 -2.90 0.41
H 2.05 -3.24 1.44
H 0.88 -0.95 5.42
H 2.59 -0.49 5.62
H 1.33 0.74 5.41
H 3.26 0.75 2.54
H 1.57 1.30 2.28
H 2.41 1.69 3.77
H 3.20 -2.35 4.50
H 1.96 -3.12 5.50
H 2.70 -4.01 4.17
H -0.62 -2.83 2.88
H 0.44 -4.26 2.67
H -0.16 -3.80 4.27
H 3.84 -0.02 -0.03
H 3.73 0.33 -1.74
H 2.41 1.66 0.63
H 3.13 2.40 -0.78
H -1.40 4.34 -0.85
H -2.34 2.93 -1.38
H -1.05 2.74 -0.17
H -0.06 3.23 -4.20
H -1.75 3.08 -3.70
H -0.90 4.61 -3.46
H 2.79 1.52 -3.20
H 2.58 2.73 -4.46
H 3.85 2.93 -3.24
H 1.04 5.17 -2.17
H 2.77 5.18 -2.50
H 1.63 4.98 -3.83
H -2.85 -5.07 -1.62
H -3.31 -4.72 0.04
H -4.10 -3.86 -1.28
H -1.32 -1.84 0.52
H -3.07 -2.01 0.59
H -2.04 -3.26 1.28
C -0.96 2.51 5.07
S -1.72 0.88 5.20
C -1.67 0.23 3.55
S -2.55 -1.23 3.40
N -0.96 0.90 2.69
N -1.14 0.61 1.33
C -2.38 0.59 0.89
C -2.57 0.42 -0.50
C -3.84 0.45 -1.11
C -3.95 0.35 -2.46
C -2.76 0.22 -3.23
C -1.57 0.18 -2.58
N -1.43 0.25 -1.23
H -1.71 3.28 4.87
H -0.23 2.51 4.26
H -0.47 2.73 6.02
H -3.22 0.74 1.56
H -4.72 0.57 -0.48
H -4.91 0.38 -2.95
H -2.79 0.15 -4.31
H -0.65 0.09 -3.15
N 0.56 5.61 1.47
C 0.06 4.35 1.67
N -1.21 4.27 2.15
O 0.69 3.34 1.40
H 0.15 6.40 1.93
H 1.55 5.66 1.31
H -1.79 5.07 2.32
H -1.58 3.35 2.32
*
```

Here are the natural (NBO) charges for atoms 1 to 6, given in e:
1. Ti 1.604
2. C -0.401
3. N -0.510
4. C -0.406
5. C 0.667
6. N -0.621

(6)
Entry from the Open Molecules 2025 dataset: a molecular structure, C10H20EuN2OP (wB97M-V/def2-TZVPD).

Values from the calculation:
LUMO energy (spin up / spin down) (eV): 2.963 / 2.886
Gap between HOMO and LUMO (spin up / spin down) (Eh): 0.0925 / 0.2007

```
! wB97M-V def2-TZVPD RIJCOSX def2/J DEFGRID3
* xyz -1 8
C 1.15 -0.36 -1.36
C 0.15 0.00 -2.32
C -0.68 -1.15 -2.54
C -0.22 -2.19 -1.67
C 0.93 -1.70 -0.96
Eu -1.15 -0.36 -0.19
P 0.00 2.37 0.32
H 1.98 0.27 -1.03
H 0.04 0.96 -2.83
H -1.49 -1.24 -3.28
H 1.54 -2.25 -0.25
H -0.63 -3.21 -1.61
H -0.94 2.99 1.20
H 0.15 3.50 -0.53
H 1.14 2.67 1.12
C 2.05 -0.32 2.32
N 1.15 -0.49 3.45
C 1.73 -0.28 4.78
C -0.15 -0.69 3.17
O -0.48 -0.68 1.93
N -1.13 -0.91 4.07
C -1.00 -1.02 5.52
C -2.51 -1.03 3.61
H 3.07 -0.36 2.70
H 1.88 0.65 1.82
H 1.91 -1.13 1.59
H 1.13 0.42 5.38
H 1.87 -1.23 5.31
H 2.72 0.15 4.62
H -1.27 -0.08 6.02
H -1.72 -1.79 5.85
H 0.00 -1.33 5.82
H -2.55 -1.04 2.51
H -2.94 -1.96 4.00
H -3.12 -0.20 3.99
*
```

Here are the natural (NBO) charges for atoms 1 to 6, given in e:
1. C -0.375
2. C -0.389
3. C -0.381
4. C -0.398
5. C -0.362
6. Eu 0.590

Max |F|: 1.64, 4.25, 4.37, 3.94, 1.78, 2.97 (eV/A)